Entry 1:
A molecular structure, C42H43BrMnN7OP2 in a non-equilibrium geometry, computed with the ωB97M-V functional and the def2-TZVPD basis.

Results
- E_HOMO (alpha / beta): -15.737 / -15.792 eV
- Energy relative to the best compared isomer or geometry (same formula, charge and spin): 0.0000 eV
- HOMO-LUMO gap (alpha / beta): 0.20968 / 0.26216 hartree
- Charge: +3
- Multiplicity: 4

Last column: Löwdin spin population.
Atoms and positions in Å:
Mn 0.152 0.237 0.146  3.44
C -1.073 4.885 3.142  0.00
N -1.323 3.605 2.485  0.00
C -2.446 2.846 2.646  0.00
C -2.278 1.735 1.872  0.00
N -1.066 1.807 1.239  0.00
C -0.505 2.948 1.634  0.00
P 1.030 3.655 0.933  0.00
C 2.167 2.278 1.304  0.01
N 1.964 1.001 0.977  0.01
C 3.119 0.332 1.283  0.00
C 4.016 1.215 1.805  0.00
N 3.409 2.437 1.808  0.00
C 4.036 3.675 2.260  0.00
C 0.641 3.072 -0.762  0.01
N 0.335 1.825 -1.145  -0.04
C 0.002 1.897 -2.473  0.00
C 0.114 3.186 -2.892  0.00
N 0.511 3.911 -1.806  0.01
C 0.768 5.349 -1.820  0.00
H -1.635 4.923 4.071  0.00
H -0.016 4.991 3.369  0.00
H -1.391 5.714 2.511  0.00
H -3.266 3.147 3.278  0.00
H -2.957 0.908 1.743  0.00
H 3.240 -0.724 1.120  0.00
H 5.025 1.068 2.154  0.00
H 4.617 3.481 3.158  0.00
H 4.706 4.064 1.494  0.00
H 3.279 4.422 2.479  0.00
H -0.286 1.036 -3.044  0.00
H -0.068 3.631 -3.855  0.00
H 0.359 5.764 -2.736  0.00
H 0.294 5.839 -0.973  0.00
H 1.837 5.552 -1.791  0.00
C 1.737 -1.961 3.767  0.00
C 1.152 -0.551 3.731  0.00
C 1.108 0.079 5.125  0.00
C -0.257 -0.489 3.124  0.00
C -1.256 -1.372 3.876  0.00
O -1.690 -2.322 2.890  0.01
C -1.172 -2.021 1.722  0.01
N -0.386 -0.976 1.704  -0.03
C -1.597 -2.946 0.663  0.00
C -2.074 -4.184 1.118  0.00
C -2.623 -5.105 0.249  0.00
C -2.764 -4.780 -1.090  0.00
C -2.292 -3.563 -1.552  0.00
C -1.661 -2.653 -0.706  -0.01
P -1.024 -1.135 -1.515  -0.12
C -2.547 -0.299 -2.073  -0.03
C -3.069 0.716 -1.273  0.00
C -4.300 1.277 -1.566  0.00
C -5.010 0.839 -2.675  0.00
C -4.484 -0.154 -3.489  0.00
C -3.256 -0.727 -3.197  -0.01
C -0.253 -1.782 -3.044  -0.01
C 0.389 -3.025 -3.042  -0.01
C 0.900 -3.557 -4.212  0.00
C 0.809 -2.844 -5.401  -0.01
C 0.211 -1.593 -5.407  0.00
C -0.321 -1.066 -4.241  -0.01
H 2.777 -1.916 4.089  0.00
H 1.708 -2.430 2.779  0.00
H 1.211 -2.602 4.475  0.00
H 1.797 0.070 3.117  0.00
H 0.517 -0.518 5.822  0.00
H 0.681 1.085 5.092  0.00
H 2.117 0.152 5.530  0.00
H -0.570 0.549 3.179  0.00
H -2.125 -0.833 4.249  0.00
H -0.808 -1.926 4.698  0.00
H -2.021 -4.419 2.169  0.00
H -2.968 -6.060 0.622  0.00
H -3.239 -5.467 -1.777  0.00
H -2.409 -3.335 -2.600  0.00
H -2.497 1.071 -0.427  0.00
H -4.708 2.051 -0.929  0.00
H -5.970 1.279 -2.911  0.00
H -5.031 -0.496 -4.358  0.00
H -2.864 -1.502 -3.839  0.00
H 0.481 -3.590 -2.127  0.00
H 1.362 -4.535 -4.198  0.00
H 1.193 -3.267 -6.319  0.00
H 0.147 -1.030 -6.329  0.00
H -0.827 -0.110 -4.292  0.00
Br 5.012 -3.630 -2.378  0.00
C 3.597 -2.577 -1.710  0.01
C 2.827 -3.034 -0.651  -0.01
C 1.766 -2.267 -0.191  -0.01
C 1.481 -1.029 -0.761  -0.21
C 2.266 -0.582 -1.824  -0.01
C 3.317 -1.344 -2.294  -0.01
H 3.042 -3.995 -0.204  0.00
H 1.172 -2.661 0.625  0.00
H 2.070 0.365 -2.306  0.00
H 3.913 -0.988 -3.124  0.00



Entry 2:
2 unconnected molecules or ions with the total composition C42H43N2 in a non-equilibrium geometry, computed with the ωB97M-V functional and the def2-TZVPD basis.

Results
- E_HOMO: -9.512 eV
- Energy relative to the best compared isomer or geometry (same formula, charge and spin): 0.0000 eV
- HOMO-LUMO gap: 0.15880 hartree
- Charge: +1

Last column: Löwdin charge in e.
Atoms and positions in Å:
C 2.109 -4.738 -3.951  -0.06
C 1.575 -3.350 -3.793  -0.27
C 0.222 -3.100 -4.025  -0.01
C -0.339 -1.842 -3.803  -0.20
C -1.824 -1.731 -3.940  -0.05
C 0.498 -0.765 -3.451  -0.13
N -0.046 0.554 -3.318  -0.05
C -0.102 1.294 -2.194  -0.04
N -1.034 2.286 -2.350  -0.03
C -1.327 3.246 -1.359  -0.13
C -0.278 3.611 -0.488  -0.21
C 1.057 2.977 -0.554  -0.09
C -0.473 4.710 0.349  -0.02
C -1.718 5.328 0.480  -0.29
C -1.902 6.373 1.541  -0.05
C -2.756 4.917 -0.368  -0.02
C -2.601 3.849 -1.259  -0.20
C -3.788 3.365 -2.030  -0.05
C -1.383 2.452 -3.796  -0.09
C -0.767 1.244 -4.450  -0.08
C 1.868 -0.995 -3.219  -0.20
C 2.805 0.108 -2.853  -0.04
C 2.384 -2.283 -3.391  -0.01
H 3.196 -4.783 -3.810  0.08
H 1.658 -5.416 -3.214  0.08
H 1.875 -5.141 -4.944  0.09
H -0.420 -3.929 -4.341  0.13
H -2.234 -0.811 -3.511  0.07
H -2.112 -1.788 -5.003  0.10
H -2.302 -2.589 -3.439  0.09
H 1.523 2.936 0.445  0.08
H 0.974 1.918 -1.000  0.02
H 1.716 3.593 -1.197  0.10
H 0.362 5.066 0.950  0.12
H -2.919 6.789 1.554  0.08
H -1.724 5.930 2.533  0.06
H -1.186 7.205 1.423  0.09
H -3.730 5.415 -0.299  0.12
H -4.684 3.356 -1.384  0.09
H -4.005 4.041 -2.878  0.10
H -3.634 2.348 -2.417  0.07
H -2.461 2.504 -3.934  0.09
H -0.932 3.383 -4.164  0.13
H -0.044 1.539 -5.227  0.13
H -1.499 0.555 -4.877  0.10
H 3.774 -0.333 -2.582  0.08
H 2.990 0.785 -3.698  0.10
H 2.448 0.690 -2.001  0.06
H 3.452 -2.440 -3.192  0.12
C -0.086 -6.437 1.968  -0.04
C -1.090 -5.535 2.364  -0.05
C -0.778 -4.202 2.636  -0.01
C 0.556 -3.741 2.560  -0.17
C 0.885 -2.322 2.786  -0.04
C -0.053 -1.327 2.422  0.00
C 0.007 0.015 2.763  0.05
C -1.042 1.002 2.659  -0.19
C -0.899 2.256 3.330  0.00
C -1.934 3.180 3.351  -0.06
C -3.129 2.906 2.674  -0.03
C -3.300 1.673 2.023  -0.04
C -2.281 0.718 2.035  0.00
C 2.171 -1.995 3.401  -0.17
C 2.860 -0.799 3.105  -0.03
C 4.069 -0.481 3.731  -0.05
C 4.679 -1.397 4.596  -0.04
C 4.010 -2.585 4.926  -0.05
C 2.777 -2.876 4.346  -0.01
C 1.558 -4.670 2.179  -0.02
C 1.241 -5.991 1.873  -0.05
H -0.336 -7.479 1.745  0.12
H -2.119 -5.881 2.446  0.11
H -1.578 -3.524 2.950  0.12
H -0.945 -1.678 1.891  0.11
H 0.848 0.352 3.374  0.11
H 0.034 2.456 3.865  0.12
H -1.811 4.120 3.902  0.11
H -3.909 3.669 2.640  0.12
H -4.252 1.467 1.523  0.12
H -2.428 -0.268 1.593  0.11
H 2.464 -0.136 2.328  0.12
H 4.554 0.476 3.524  0.12
H 5.645 -1.173 5.050  0.12
H 4.462 -3.294 5.624  0.12
H 2.274 -3.807 4.608  0.12
H 2.594 -4.341 2.089  0.12
H 2.024 -6.684 1.548  0.12



Entry 3:
A molecular structure, C42H43N2P2PdSSi in a non-equilibrium geometry, computed with the ωB97M-V functional and the def2-TZVPD basis.

Results
- E_HOMO (alpha / beta): -9.114 / -9.115 eV
- Energy relative to the best compared isomer or geometry (same formula, charge and spin): 2.8191 eV
- HOMO-LUMO gap (alpha / beta): 0.19758 / 0.19772 hartree
- Charge: +1

Last column: Löwdin charge in e.
Atoms and positions in Å:
Pd 0.094 -0.441 0.176  0.20
C -0.966 -0.773 3.915  -0.16
Si -1.078 0.071 2.177  0.71
C -0.717 1.964 2.435  -0.29
C -1.403 2.701 3.393  -0.09
C -1.057 4.017 3.664  -0.07
C -0.032 4.625 2.959  -0.06
C 0.615 3.936 1.949  -0.07
C 0.282 2.609 1.695  -0.38
P 1.117 1.681 0.380  0.99
C 2.202 2.890 -0.433  -0.37
C 3.521 3.094 -0.041  -0.08
C 4.260 4.090 -0.652  -0.07
C 3.694 4.871 -1.648  -0.07
C 2.389 4.644 -2.057  -0.07
C 1.641 3.651 -1.455  -0.09
C 2.309 0.611 1.251  -0.44
C 3.117 -0.192 0.437  -0.20
C 4.093 -0.987 1.009  -0.10
C 4.272 -0.989 2.384  -0.07
C 3.460 -0.210 3.191  -0.07
C 2.475 0.585 2.634  -0.09
C -2.891 0.010 1.530  -0.29
C -3.947 -0.003 2.433  -0.10
C -5.258 -0.036 1.995  -0.06
C -5.537 -0.056 0.637  -0.06
C -4.498 -0.037 -0.275  -0.07
C -3.180 -0.008 0.163  -0.37
P -1.834 0.061 -1.077  1.01
C -2.096 1.689 -1.827  -0.36
C -1.827 1.895 -3.180  -0.10
C -2.056 3.136 -3.746  -0.07
C -2.520 4.183 -2.963  -0.07
C -2.716 3.998 -1.603  -0.07
C -2.501 2.759 -1.031  -0.08
C -2.285 -1.152 -2.349  -0.35
C -3.260 -0.947 -3.320  -0.10
C -3.522 -1.943 -4.244  -0.06
C -2.803 -3.128 -4.218  -0.07
C -1.820 -3.328 -3.262  -0.07
C -1.569 -2.345 -2.326  -0.11
H -1.462 -0.180 4.677  0.03
H 0.068 -0.905 4.214  0.02
H -1.437 -1.749 3.883  0.03
H -2.221 2.246 3.931  0.10
H -1.587 4.569 4.424  0.11
H 0.260 5.639 3.183  0.11
H 1.383 4.424 1.366  0.10
H 3.957 2.503 0.754  0.11
H 5.279 4.260 -0.341  0.11
H 4.276 5.655 -2.106  0.11
H 1.954 5.243 -2.841  0.11
H 0.615 3.471 -1.750  0.09
H 2.971 -0.169 -0.645  0.10
H 4.710 -1.621 0.388  0.10
H 5.037 -1.607 2.827  0.11
H 3.590 -0.228 4.262  0.11
H 1.845 1.203 3.259  0.11
H -3.732 0.011 3.492  0.10
H -6.063 -0.044 2.712  0.11
H -6.560 -0.086 0.290  0.11
H -4.713 -0.043 -1.333  0.10
H -1.442 1.083 -3.783  0.11
H -1.878 3.284 -4.802  0.11
H -2.724 5.140 -3.415  0.11
H -3.050 4.823 -0.991  0.11
H -2.648 2.610 0.031  0.11
H -3.797 -0.009 -3.365  0.11
H -4.289 -1.789 -4.989  0.11
H -3.005 -3.890 -4.956  0.11
H -1.251 -4.246 -3.254  0.10
H -0.807 -2.476 -1.559  0.03
C 1.945 -4.756 2.869  -0.09
C 0.740 -5.046 1.977  -0.27
N 1.117 -5.225 0.588  0.00
C 1.335 -4.193 -0.240  -0.71
S 1.208 -2.626 0.362  0.76
N 1.673 -4.456 -1.513  0.00
C 2.020 -3.463 -2.508  -0.27
C 3.514 -3.157 -2.528  -0.07
H 1.607 -4.579 3.885  0.08
H 2.456 -3.863 2.514  0.04
H 2.647 -5.588 2.865  0.08
H 0.040 -4.206 2.024  0.08
H 0.226 -5.951 2.306  0.12
H 1.333 -6.162 0.283  0.15
H 1.882 -5.413 -1.763  0.15
H 1.452 -2.549 -2.299  0.08
H 1.709 -3.852 -3.479  0.12
H 3.824 -2.736 -1.576  0.05
H 3.728 -2.441 -3.317  0.08
H 4.093 -4.059 -2.715  0.08



Entry 4:
C42H43N3O4 in the gas phase in a non-equilibrium geometry, computed with the ωB97M-V functional and the def2-TZVPD basis.

Results
- E_HOMO: -7.248 eV
- HOMO-LUMO gap: 0.29038 hartree

Last column: Löwdin charge in e.
Atoms and positions in Å:
C -5.052 -3.766 -1.176  -0.07
N -4.927 -2.693 -2.144  -0.22
C -6.171 -2.133 -2.621  -0.07
C -3.723 -2.390 -2.731  -0.24
C -2.719 -3.378 -2.853  -0.01
C -1.450 -3.034 -3.266  -0.04
C -1.114 -1.688 -3.461  -0.22
C 0.334 -1.295 -3.665  -0.05
C 1.167 -1.074 -2.358  -0.19
C 2.538 -0.718 -2.866  -0.42
O 2.807 -0.435 -4.018  0.14
O 3.515 -0.805 -1.878  0.07
C 3.849 -2.201 -1.813  -0.53
C 4.456 -2.751 -3.091  0.02
C 4.794 -2.392 -0.648  0.02
O 2.638 -2.943 -1.554  0.09
C 1.375 -2.464 -1.716  -0.37
O 0.470 -3.187 -1.365  0.14
C -2.135 -0.719 -3.459  -0.06
C -3.440 -1.069 -3.162  -0.03
H -4.252 -3.720 -0.417  0.09
H -6.020 -3.647 -0.672  0.08
H -5.012 -4.763 -1.644  0.08
H -6.008 -1.163 -3.097  0.07
H -6.655 -2.795 -3.361  0.09
H -6.860 -2.017 -1.774  0.08
H -2.937 -4.418 -2.603  0.11
H -0.692 -3.809 -3.403  0.12
H 0.875 -2.069 -4.240  0.14
H 0.359 -0.363 -4.248  0.14
H 3.793 -2.586 -3.944  0.09
H 5.412 -2.259 -3.294  0.11
H 4.623 -3.824 -2.948  0.10
H 4.330 -2.068 0.286  0.09
H 5.044 -3.454 -0.579  0.10
H 5.700 -1.801 -0.813  0.10
H -1.897 0.331 -3.674  0.12
H -4.220 -0.307 -3.145  0.10
C -0.105 -2.766 4.583  -0.07
N -1.163 -2.292 3.689  -0.09
C -2.389 -1.977 4.319  -0.21
C -2.359 -1.478 5.641  -0.03
C -3.539 -1.149 6.304  -0.09
C -4.778 -1.325 5.671  -0.10
C -4.823 -1.898 4.392  -0.08
C -3.643 -2.228 3.721  -0.03
C -0.798 -1.854 2.414  -0.18
C -1.726 -1.438 1.436  0.00
C -1.317 -0.946 0.201  -0.01
C 0.042 -0.795 -0.095  -0.22
C 0.515 -0.094 -1.380  -0.11
C 1.228 1.215 -1.025  -0.14
C 2.167 1.851 -1.846  -0.02
C 2.823 3.008 -1.423  -0.01
C 2.425 3.680 -0.254  -0.23
N 3.145 4.795 0.200  -0.11
C 4.603 4.763 0.158  -0.04
C 2.552 5.968 0.693  -0.24
C 3.149 6.633 1.780  -0.04
C 2.737 7.917 2.130  -0.09
C 1.732 8.555 1.387  -0.11
C 1.112 7.889 0.321  -0.09
C 1.471 6.576 0.008  -0.01
C 1.340 3.152 0.478  0.01
C 0.787 1.926 0.111  -0.01
C 0.980 -1.226 0.852  -0.03
C 0.574 -1.737 2.079  0.00
H 0.558 -3.435 4.031  0.09
H 0.483 -1.939 5.005  0.09
H -0.551 -3.328 5.411  0.10
H -1.400 -1.337 6.146  0.10
H -3.487 -0.749 7.317  0.10
H -5.702 -1.029 6.168  0.10
H -5.779 -2.099 3.906  0.10
H -3.693 -2.706 2.738  0.10
H -2.791 -1.484 1.613  0.08
H -2.064 -0.662 -0.543  0.12
H -0.395 0.225 -1.915  0.14
H 2.409 1.484 -2.839  0.11
H 3.642 3.416 -2.018  0.12
H 4.989 5.653 -0.358  0.10
H 5.011 4.738 1.176  0.08
H 4.914 3.863 -0.374  0.08
H 3.937 6.129 2.341  0.10
H 3.212 8.413 2.976  0.10
H 1.432 9.574 1.642  0.10
H 0.345 8.391 -0.279  0.10
H 0.982 6.035 -0.808  0.12
H 1.006 3.676 1.373  0.12
H 0.003 1.504 0.743  0.12
H 2.052 -1.153 0.639  0.12
H 1.351 -2.040 2.781  0.09



Entry 5:
A molecular structure, C42H44F6N4O3S2 in a non-equilibrium geometry, computed with the ωB97M-V functional and the def2-TZVPD basis.

Results
- E_HOMO: -7.256 eV
- Energy relative to the best compared isomer or geometry (same formula, charge and spin): 0.8891 eV
- HOMO-LUMO gap: 0.21247 hartree

Last column: Löwdin charge in e.
Atoms and positions in Å:
C 5.017 1.869 -0.744  -0.05
C 3.819 1.932 0.211  -0.36
C 3.505 3.335 0.702  -0.06
C 3.986 1.081 1.485  -0.12
C 5.166 1.109 2.216  -0.01
C 5.237 0.477 3.463  -0.03
C 4.134 -0.203 3.979  -0.02
C 2.926 -0.220 3.294  -0.12
C 1.633 -0.750 3.952  -0.37
C 1.307 0.153 5.139  -0.05
C 1.725 -2.216 4.355  -0.04
C 2.884 0.475 2.079  -0.11
N 1.624 0.622 1.399  0.02
N 0.975 1.776 1.392  0.23
N -0.189 1.504 0.752  0.05
C -1.278 2.407 0.915  -0.12
C -1.084 3.694 0.400  -0.13
C 0.274 4.127 -0.153  -0.39
C 0.481 5.631 0.009  -0.06
C 0.480 3.696 -1.605  -0.05
C -2.209 4.508 0.309  -0.02
C -3.430 4.064 0.818  -0.04
C -3.555 2.856 1.501  -0.02
C -2.441 2.027 1.621  -0.11
C -2.514 0.808 2.551  -0.36
C -3.692 -0.095 2.188  -0.05
C -2.654 1.257 4.011  -0.06
C -0.238 0.178 0.268  -0.07
C -1.411 -0.264 -0.523  -0.12
C -2.102 -1.522 -0.454  -0.08
C -3.013 -1.918 -1.436  0.02
C -3.398 -1.042 -2.435  -0.09
C -4.223 -1.461 -3.634  -0.51
F -5.226 -0.577 -3.907  0.12
F -3.451 -1.552 -4.772  0.13
F -4.800 -2.683 -3.483  0.13
C -2.996 0.293 -2.347  0.01
C -2.025 0.671 -1.429  0.01
C 0.950 -0.312 0.627  -0.24
C 1.752 -1.506 0.327  -0.37
H 5.270 0.822 -0.953  0.09
H 4.772 2.363 -1.695  0.09
H 5.892 2.362 -0.308  0.08
H 2.950 1.576 -0.366  0.13
H 2.638 3.270 1.370  0.06
H 4.355 3.728 1.278  0.10
H 3.270 4.036 -0.106  0.08
H 5.997 1.687 1.821  0.12
H 6.145 0.521 4.047  0.11
H 4.144 -0.670 4.961  0.12
H 0.834 -0.666 3.201  0.12
H 1.204 1.194 4.808  0.09
H 0.370 -0.140 5.620  0.08
H 2.122 0.087 5.871  0.08
H 1.893 -2.856 3.482  0.08
H 2.558 -2.353 5.052  0.08
H 0.796 -2.528 4.850  0.09
H 1.027 3.622 0.460  0.07
H 0.273 5.932 1.042  0.09
H 1.511 5.916 -0.244  0.08
H -0.215 6.149 -0.662  0.08
H 0.543 2.604 -1.702  0.07
H -0.369 4.055 -2.211  0.09
H 1.416 4.114 -2.005  0.08
H -2.124 5.469 -0.197  0.11
H -4.304 4.693 0.692  0.11
H -4.511 2.567 1.956  0.12
H -1.585 0.226 2.451  0.12
H -3.614 -0.430 1.150  0.06
H -3.718 -0.983 2.834  0.09
H -4.642 0.444 2.294  0.08
H -1.861 1.970 4.267  0.08
H -3.615 1.770 4.151  0.08
H -2.611 0.406 4.706  0.09
H -1.988 -2.216 0.383  0.09
H -3.416 -2.938 -1.436  0.13
H -3.419 1.044 -3.018  0.13
H -1.747 1.736 -1.414  0.11
H 2.232 -1.440 -0.658  0.13
H 2.477 -1.670 1.157  0.11
F 1.557 -4.906 -0.912  0.11
C 1.344 -4.222 0.229  -0.76
F 0.584 -5.011 1.051  0.05
F 2.571 -4.034 0.812  0.05
S 0.448 -2.634 0.271  1.13
N -0.081 -4.044 -2.816  -0.11
C -1.286 -4.649 -2.961  -0.53
O -2.063 -4.970 -2.055  0.00
C -1.560 -4.720 -4.422  -0.15
C -0.596 -4.036 -5.143  -0.22
C -0.693 -3.828 -6.508  -0.05
C -1.805 -4.398 -7.157  -0.07
C -2.775 -5.110 -6.409  -0.08
C -2.680 -5.287 -5.029  -0.01
S 0.619 -3.288 -4.041  0.59
O 0.481 -1.848 -3.959  -0.35
O 1.941 -3.792 -4.335  -0.33
H 0.089 -3.269 -7.024  0.12
H -1.938 -4.308 -8.228  0.09
H -3.625 -5.554 -6.914  0.09
H -3.432 -5.799 -4.416  0.12



| no. | calculated total energy (a.u.) |
| --- | --- |
| 1 | -6491.70438 |
| 2 | -1735.44931 |
| 3 | -3233.91664 |
| 4 | -2091.45211 |
| 5 | -3467.08055 |